The following is a quantum chemistry calculation of 11 unconnected molecules or ions with the total composition C33H68FIO31PS, from the OMol25 dataset.

Structure (XYZ):
```
136
Properties=species:S:1:pos:R:3
C 4.29 -3.65 -0.98
C 3.25 -3.26 -2.00
F 3.88 -2.61 -3.07
C 2.24 -2.26 -1.44
S 0.88 -2.09 -2.63
P -0.88 -3.34 -2.06
O -0.42 -4.80 -2.51
I -0.76 -3.45 0.35
H 3.87 -4.10 -0.09
H 4.96 -4.37 -1.45
H 4.89 -2.78 -0.73
H 2.74 -4.12 -2.44
H 1.86 -2.54 -0.46
H 2.73 -1.29 -1.35
H 0.43 -0.83 -2.46
H 0.46 -5.05 -2.21
C -3.38 -0.93 -0.58
O -3.62 -0.39 -1.87
C -4.89 0.00 -2.11
O -5.79 -0.08 -1.32
O -4.94 0.49 -3.34
C -6.24 0.96 -3.74
H -2.32 -1.16 -0.58
H -3.60 -0.22 0.22
H -3.96 -1.84 -0.44
H -6.58 1.76 -3.09
H -6.96 0.14 -3.72
H -6.13 1.32 -4.75
C -1.63 0.41 -3.62
O -0.33 0.47 -4.23
C 0.11 1.71 -4.50
O -0.48 2.72 -4.23
O 1.31 1.61 -5.05
C 1.92 2.87 -5.37
H -1.81 -0.64 -3.43
H -1.63 0.96 -2.68
H -2.41 0.79 -4.27
H 2.07 3.47 -4.47
H 1.32 3.42 -6.09
H 2.89 2.63 -5.81
C 6.82 -6.09 2.46
O 5.80 -5.73 3.39
C 4.59 -5.62 2.87
O 4.29 -5.78 1.71
O 3.74 -5.28 3.84
C 2.39 -5.16 3.40
H 7.74 -6.14 3.03
H 6.61 -7.06 2.01
H 6.92 -5.33 1.68
H 2.02 -6.11 3.03
H 2.31 -4.40 2.62
H 1.81 -4.86 4.26
C 0.63 2.46 -1.49
O 1.40 3.27 -0.60
C 2.35 2.64 0.08
O 2.63 1.46 -0.01
O 2.92 3.53 0.88
C 3.99 3.06 1.71
H -0.09 3.11 -1.96
H 1.28 2.01 -2.24
H 0.11 1.68 -0.93
H 4.82 2.69 1.10
H 3.63 2.27 2.37
H 4.32 3.90 2.30
C 2.73 0.07 4.73
O 3.37 0.96 5.64
C 4.34 0.41 6.37
O 4.70 -0.74 6.31
O 4.84 1.34 7.17
C 5.90 0.89 8.02
H 1.97 0.64 4.21
H 3.45 -0.32 4.01
H 2.25 -0.75 5.26
H 6.74 0.54 7.43
H 5.55 0.10 8.68
H 6.20 1.76 8.61
C -0.79 -2.01 6.66
O -0.89 -1.35 5.39
C -1.92 -0.52 5.29
O -2.73 -0.29 6.14
O -1.90 0.03 4.07
C -2.97 0.96 3.83
H 0.09 -2.65 6.60
H -0.66 -1.28 7.46
H -1.67 -2.62 6.85
H -2.91 1.79 4.53
H -3.93 0.47 3.92
H -2.83 1.32 2.82
C 3.34 -1.11 -7.12
O 4.45 -1.16 -8.02
C 5.29 -0.14 -7.89
O 5.17 0.77 -7.11
O 6.28 -0.30 -8.77
C 7.27 0.73 -8.75
H 2.73 -1.98 -7.33
H 3.68 -1.13 -6.09
H 2.76 -0.20 -7.30
H 7.75 0.78 -7.77
H 6.82 1.70 -8.98
H 7.99 0.47 -9.51
C -5.45 -1.03 6.71
O -6.43 -1.23 7.74
C -6.82 -2.49 7.88
O -6.43 -3.43 7.24
O -7.72 -2.54 8.86
C -8.23 -3.85 9.13
H -5.22 0.03 6.71
H -4.55 -1.60 6.93
H -5.86 -1.32 5.75
H -7.43 -4.52 9.43
H -8.74 -4.25 8.25
H -8.94 -3.73 9.94
C -0.10 6.78 5.19
O -0.40 6.68 3.79
C 0.62 6.97 3.00
O 1.73 7.29 3.36
O 0.22 6.85 1.73
C 1.23 7.14 0.77
H -1.02 6.51 5.71
H 0.69 6.08 5.46
H 0.19 7.79 5.45
H 2.07 6.46 0.87
H 1.57 8.17 0.86
H 0.77 7.00 -0.21
C -4.49 1.53 -7.89
O -5.23 0.99 -8.99
C -6.54 1.21 -8.90
O -7.10 1.78 -8.00
O -7.12 0.68 -9.97
C -8.55 0.84 -10.02
H -3.45 1.29 -8.07
H -4.60 2.61 -7.84
H -4.82 1.08 -6.96
H -8.81 1.90 -10.04
H -9.01 0.35 -9.17
H -8.87 0.37 -10.94
```

total energy	-129732.9385	eV
E_LUMO	-0.1480	Ha
net charge	+1
orbital gap	7.94	eV

***

The following is a quantum chemistry calculation of 10 unconnected molecules or ions with the total composition C33H69Cl19N2O, from the OMol25 dataset.

Structure (XYZ):
```
124
Properties=species:S:1:pos:R:3
C 0.41 -5.39 -0.93
C 1.05 -4.88 -2.23
C 2.56 -4.56 -2.09
C 2.93 -3.12 -2.52
C 2.88 -2.12 -1.34
C 2.52 -0.70 -1.80
C 1.60 0.06 -0.83
N 0.42 -0.71 -0.40
C -0.86 -0.27 -0.93
C -0.92 -0.64 -2.41
O -0.93 -2.06 -2.55
C -2.10 -2.59 -3.13
C -3.37 -2.50 -2.28
C -3.57 -3.69 -1.32
C -3.16 -3.43 0.13
Cl -5.33 -4.17 -1.36
N -1.13 1.16 -0.65
C -1.44 2.06 -1.76
C -2.89 2.00 -2.30
H 0.58 -6.46 -0.80
H 0.85 -4.86 -0.07
H -0.66 -5.20 -0.91
H 0.51 -3.98 -2.55
H 0.92 -5.64 -3.01
H 2.85 -4.68 -1.04
H 3.14 -5.25 -2.70
H 3.93 -3.12 -2.95
H 2.24 -2.80 -3.30
H 2.19 -2.48 -0.58
H 3.89 -2.09 -0.94
H 2.08 -0.72 -2.81
H 3.43 -0.10 -1.88
H 2.18 0.31 0.06
H 1.31 1.02 -1.27
H 0.38 -0.72 0.60
H -1.60 -0.89 -0.43
H -1.79 -0.23 -2.92
H -0.03 -0.31 -2.95
H -2.29 -2.12 -4.10
H -1.88 -3.65 -3.33
H -4.22 -2.45 -2.96
H -3.40 -1.56 -1.71
H -3.06 -4.57 -1.71
H -2.73 -2.43 0.25
H -2.42 -4.16 0.47
H -4.01 -3.50 0.80
H -1.87 1.23 0.03
H -1.30 3.08 -1.38
H -0.72 1.95 -2.57
H -2.93 2.17 -3.38
H -3.51 2.76 -1.82
H -3.35 1.03 -2.09
Cl -1.96 -8.45 -1.15
C -2.05 -9.16 0.48
C -2.43 -8.14 1.52
Cl -1.12 -6.96 1.83
H -1.09 -9.62 0.70
H -2.82 -9.93 0.46
H -2.62 -8.65 2.47
H -3.32 -7.60 1.23
Cl -6.56 -11.82 0.94
C -6.93 -10.74 -0.43
C -5.81 -9.78 -0.71
Cl -5.61 -8.58 0.60
H -7.85 -10.21 -0.19
H -7.10 -11.36 -1.30
H -6.01 -9.22 -1.62
H -4.86 -10.30 -0.82
Cl 2.41 -4.16 2.13
C 3.80 -3.68 3.15
C 4.63 -2.60 2.51
Cl 5.51 -3.19 1.07
H 4.39 -4.57 3.34
H 3.39 -3.31 4.08
H 5.38 -2.25 3.21
H 4.02 -1.76 2.19
Cl -0.82 6.78 -0.46
C -2.58 6.66 -0.25
C -2.96 5.83 0.95
Cl -2.55 4.10 0.71
H -3.00 6.24 -1.16
H -2.95 7.68 -0.12
H -4.03 5.89 1.12
H -2.44 6.16 1.84
Cl 6.02 -0.25 4.68
C 7.63 0.49 4.49
C 8.57 -0.40 3.73
Cl 8.99 -1.87 4.65
H 8.01 0.72 5.48
H 7.49 1.42 3.94
H 9.50 0.13 3.52
H 8.13 -0.73 2.78
Cl 0.94 -0.19 -5.59
C 2.44 0.77 -5.71
C 3.49 0.03 -6.49
Cl 4.07 -1.41 -5.61
H 2.77 0.99 -4.70
H 2.19 1.70 -6.21
H 4.35 0.68 -6.65
H 3.11 -0.30 -7.45
Cl -1.92 9.25 2.92
C -0.29 9.57 3.57
C 0.56 10.36 2.61
Cl 1.04 9.42 1.17
H 0.17 8.61 3.81
H -0.42 10.15 4.48
H 1.49 10.65 3.10
H 0.04 11.25 2.27
Cl 4.34 9.87 2.68
C 4.41 10.63 1.07
C 5.77 11.20 0.77
Cl 6.16 12.61 1.79
H 3.64 11.39 1.03
H 4.17 9.85 0.34
H 5.81 11.53 -0.27
H 6.55 10.46 0.92
Cl -5.66 6.67 2.91
C -6.20 6.11 4.52
C -6.65 7.26 5.40
Cl -5.28 8.31 5.86
H -5.38 5.56 4.97
H -7.04 5.43 4.36
H -7.08 6.86 6.32
H -7.38 7.88 4.89
```

total energy	-278295.5829	eV
relative energy (zero: lowest compared OMol25 entry of this formula, charge and spin)	0.0	kJ/mol
E_LUMO	0.0201	Ha
net charge	0
orbital gap	8.84	eV

***

The following is a quantum chemistry calculation of 9 unconnected molecules or ions with the total composition C33H69O25PS3, from the OMol25 dataset.

Structure (XYZ):
```
131
Properties=species:S:1:pos:R:3
C -1.02 -1.54 -5.62
C -2.12 -2.44 -6.24
C -3.45 -1.82 -5.84
S -3.19 -0.07 -6.16
O -3.86 0.80 -5.19
O -3.42 0.08 -7.60
C -1.33 -0.07 -6.03
H -0.02 -1.74 -6.01
H -1.09 -1.64 -4.53
H -2.01 -3.47 -5.89
H -1.90 -2.44 -7.30
H -3.56 -1.88 -4.76
H -4.39 -2.05 -6.35
H -1.09 0.61 -5.21
H -0.94 0.25 -6.99
C 3.20 -2.54 1.12
C 4.16 -3.42 0.28
C 5.54 -2.65 0.35
S 5.23 -0.84 0.22
O 5.42 -0.50 -1.18
O 5.87 -0.12 1.33
C 3.44 -1.04 0.64
H 3.40 -2.65 2.18
H 2.22 -3.01 1.09
H 3.81 -3.47 -0.75
H 4.27 -4.42 0.72
H 6.28 -3.03 -0.36
H 5.88 -2.86 1.37
H 2.83 -0.90 -0.25
H 3.25 -0.23 1.35
C -4.61 -2.71 1.98
C -3.61 -1.56 1.84
C -2.71 -1.76 0.64
S -3.48 -3.04 -0.39
O -2.63 -4.22 -0.26
O -3.71 -2.48 -1.71
C -5.06 -3.09 0.55
H -5.42 -2.42 2.65
H -4.05 -3.48 2.50
H -3.02 -1.37 2.73
H -4.28 -0.71 1.69
H -1.62 -1.82 0.71
H -2.82 -0.76 0.20
H -5.45 -4.07 0.30
H -5.69 -2.28 0.17
C 2.28 6.14 -1.35
O 1.45 6.04 -0.22
C 0.17 5.79 -0.26
O -0.50 5.44 -1.21
O -0.30 5.84 1.05
C -1.61 5.53 1.37
H 3.13 5.45 -1.33
H 2.82 7.08 -1.26
H 1.81 5.93 -2.31
H -2.25 6.16 0.76
H -1.84 5.86 2.38
H -1.83 4.47 1.31
C 0.47 -5.18 4.08
O 0.95 -4.92 2.68
C 0.45 -5.64 1.60
O -0.42 -6.50 1.72
O 1.02 -5.21 0.44
C 0.83 -5.96 -0.70
H 0.82 -4.38 4.73
H 0.96 -6.08 4.46
H -0.60 -5.38 4.08
H 0.86 -7.04 -0.57
H 1.56 -5.67 -1.45
H -0.14 -5.68 -1.12
C 1.89 -1.81 7.83
O 2.21 -1.35 6.48
C 3.41 -1.84 5.88
O 4.12 -2.76 6.26
O 3.61 -1.07 4.84
C 4.80 -1.11 4.17
H 2.27 -2.81 8.03
H 0.81 -1.82 7.98
H 2.41 -1.20 8.57
H 4.85 -0.22 3.54
H 5.03 -1.97 3.54
H 5.59 -0.93 4.89
C -3.53 2.48 2.07
O -4.90 2.70 2.46
C -5.39 3.91 2.52
O -4.82 4.97 2.08
O -6.60 3.84 3.09
C -7.38 4.97 3.39
H -3.20 1.49 2.39
H -2.77 3.06 2.59
H -3.45 2.51 0.98
H -6.89 5.61 4.12
H -8.21 4.62 4.01
H -7.76 5.47 2.50
C -0.81 3.36 -3.63
O 0.57 3.62 -4.01
C 1.20 2.90 -4.91
O 0.75 2.10 -5.64
O 2.48 3.14 -4.88
C 3.36 2.72 -5.93
H -1.23 4.19 -3.06
H -0.78 2.53 -2.92
H -1.40 3.10 -4.50
H 3.51 1.66 -5.72
H 4.27 3.27 -6.14
H 2.76 2.82 -6.84
C 3.08 2.17 -1.37
C 1.92 2.73 -0.56
O 1.44 1.68 0.27
P -0.17 1.34 0.24
O -1.18 2.11 -0.56
O -0.49 1.21 1.82
C 0.35 0.49 2.73
C 1.30 1.46 3.46
O -0.09 -0.24 -0.24
C -0.23 -0.62 -1.60
C 0.41 -1.92 -1.95
H 3.29 2.82 -2.22
H 3.98 2.19 -0.75
H 2.95 1.20 -1.83
H 2.26 3.44 0.19
H 1.21 3.26 -1.19
H -0.36 0.10 3.47
H 1.00 -0.31 2.38
H 1.87 0.96 4.24
H 2.07 1.83 2.79
H 0.67 2.24 3.90
H -1.30 -0.70 -1.82
H 0.24 0.19 -2.16
H 0.31 -2.18 -3.01
H 1.45 -2.03 -1.64
H -0.08 -2.79 -1.50
```

total energy	-128320.1549	eV
E_LUMO	0.0069	Ha
net charge	0
orbital gap	9.86	eV

***

Which of these has the highest total energy? C33H69O25PS3